one) Density functional theory data (ωB97M-V/def2-TZVPD) for the molecule C2H3NOS2.

Geometry as ORCA input:
```
! wB97M-V def2-TZVPD RIJCOSX def2/J DEFGRID3
* xyz 0 1
S 0.28 -1.59 1.20
C -0.85 -0.49 0.28
O -0.11 -0.13 -0.90
C 0.37 1.15 -0.74
N -0.11 1.95 0.14
S -1.28 1.12 1.07
H 0.60 -2.25 0.04
H -1.74 -0.94 -0.13
H 1.28 1.27 -1.19
*
```

**Kohn-Sham gap**: 9.50 eV
**LUMO energy**: 0.66 eV
**Structure (SMILES)**: S[C@@H]1OC=NS1


two) Density functional theory data (ωB97M-V/def2-TZVPD) for a structure of composition C2H3NOS2.

Geometry as ORCA input:
```
! wB97M-V def2-TZVPD RIJCOSX def2/J DEFGRID3
* xyz 0 1
C -1.08 0.04 -0.23
C 1.19 -0.77 0.08
H 1.63 1.30 1.52
H -1.75 0.95 0.03
H 0.64 -1.83 -0.13
N 0.22 0.14 0.21
O 2.40 -0.56 0.30
S 0.36 1.64 0.88
S -1.73 -1.17 -1.15
*
```

**Kohn-Sham gap**: 8.33 eV
**LUMO energy**: -0.89 eV


three) Density functional theory data (ωB97M-V/def2-TZVPD) for the molecule C2H3NOS2.

Geometry as ORCA input:
```
! wB97M-V def2-TZVPD RIJCOSX def2/J DEFGRID3
* xyz 0 1
O -0.70 -1.00 -0.60
N 0.11 -0.03 -0.06
C 0.71 -0.25 1.18
S 0.46 -1.55 2.12
C 0.20 1.19 -0.66
S -0.55 1.60 -2.06
H -1.51 -0.70 -0.18
H 1.38 0.59 1.42
H 0.86 1.88 -0.11
*
```

**Kohn-Sham gap**: 8.10 eV
**LUMO energy**: -0.98 eV
**Structure (SMILES)**: ON(C=S)C=S


Stability ranking, top and bottom: one) is the most stable and three) is the least stable.


one) Density functional theory data (ωB97M-V/def2-TZVPD) for a structure of composition C2H3NOS2.

Geometry as ORCA input:
```
! wB97M-V def2-TZVPD RIJCOSX def2/J DEFGRID3
* xyz 0 1
C 1.33 0.20 -0.11
C -1.03 -0.86 -0.27
H -1.23 1.54 0.95
H 1.69 1.25 0.20
H -1.90 -0.32 -0.47
N -0.11 0.21 -0.22
O -0.50 1.48 -0.03
S 2.33 -1.10 -0.07
S -0.59 -2.39 0.02
*
```

**Kohn-Sham gap**: 7.16 eV
**LUMO energy**: -0.90 eV


two) Density functional theory data (ωB97M-V/def2-TZVPD) for the molecule C2H3NOS2.

Geometry as ORCA input:
```
! wB97M-V def2-TZVPD RIJCOSX def2/J DEFGRID3
* xyz 0 1
O -0.15 -0.02 -1.93
C -0.51 0.48 -0.90
S -1.35 1.95 -0.76
C -0.19 -0.06 0.45
N 0.85 -0.82 0.40
S 1.41 -1.46 1.99
H -1.45 2.15 -2.07
H -0.71 0.38 1.34
H 2.10 -2.60 1.48
*
```

**Kohn-Sham gap**: 9.18 eV
**LUMO energy**: -0.42 eV
**Structure (SMILES)**: O=C(S)/C=N/S


three) Density functional theory data (ωB97M-V/def2-TZVPD) for the molecule C2H3NOS2.

Geometry as ORCA input:
```
! wB97M-V def2-TZVPD RIJCOSX def2/J DEFGRID3
* xyz 0 1
O 0.46 1.85 -0.28
C -0.39 1.27 0.35
C -0.83 -0.19 0.05
S -2.42 -0.64 0.06
N 0.19 -1.03 -0.25
S 1.79 -0.85 0.25
H -0.98 1.76 1.14
H -0.04 -1.99 -0.47
H 2.23 -0.19 -0.85
*
```

**Kohn-Sham gap**: 8.43 eV
**LUMO energy**: -0.73 eV
**Structure (SMILES)**: O=CC(=S)NS


four) Density functional theory data (ωB97M-V/def2-TZVPD) for the molecule C2H3NOS2.

Geometry as ORCA input:
```
! wB97M-V def2-TZVPD RIJCOSX def2/J DEFGRID3
* xyz 0 1
O -1.26 1.40 -0.68
N -1.97 0.28 0.00
C -1.21 -0.77 0.15
S 0.47 -1.10 -0.70
C 1.52 0.04 0.17
S 3.02 0.33 -0.25
H -0.28 1.00 -0.77
H -1.37 -1.56 0.84
H 1.09 0.39 1.24
*
```

**Kohn-Sham gap**: 8.49 eV
**LUMO energy**: -0.92 eV
**Structure (SMILES)**: O/N=C\SC=S


Stability ranking, top and bottom: three) is the most stable and one) is the least stable.


one) Density functional theory data (ωB97M-V/def2-TZVPD) for the molecule C4H9NO3.

Geometry as ORCA input:
```
! wB97M-V def2-TZVPD RIJCOSX def2/J DEFGRID3
* xyz 0 1
C 1.68 -0.49 -0.52
C 0.71 -0.11 0.56
C 0.39 1.40 0.64
O 0.43 2.04 -0.61
N -0.50 -0.92 0.47
C -1.65 -0.61 -0.20
O -1.84 0.38 -0.84
O -2.55 -1.63 -0.06
H 2.74 -0.22 -0.51
H 1.63 -1.55 -0.80
H 1.37 -0.02 -1.46
H 1.03 -0.38 1.59
H 1.09 1.85 1.37
H -0.56 1.50 1.15
H -0.48 2.16 -0.89
H -0.53 -1.73 1.05
H -2.97 -1.69 -0.93
*
```

**Kohn-Sham gap**: 10.49 eV
**LUMO energy**: 0.67 eV
**Structure (SMILES)**: C[C@@H](CO)NC(=O)O


two) Density functional theory data (ωB97M-V/def2-TZVPD) for a structure of composition C4H9NO3.

Geometry as ORCA input:
```
! wB97M-V def2-TZVPD RIJCOSX def2/J DEFGRID3
* xyz 0 1
C -2.02 1.41 -0.66
C 0.66 0.97 -0.17
C 1.95 -1.25 -0.07
C 0.67 -0.50 0.17
O -0.54 1.67 0.12
O -0.25 -2.36 0.97
O -2.63 1.23 0.48
N -0.39 -1.00 0.65
H -1.13 -2.58 1.31
H -1.47 1.34 0.92
H -1.82 0.53 -1.29
H -2.19 2.35 -1.20
H 0.88 1.09 -1.23
H 1.47 1.47 0.38
H 2.36 -1.61 0.88
H 2.69 -0.63 -0.57
H 1.76 -2.13 -0.69
*
```

**Kohn-Sham gap**: 10.41 eV
**LUMO energy**: 0.80 eV


three) Density functional theory data (ωB97M-V/def2-TZVPD) for a cluster of 2 separate species, C4H9NO3 in total.

Geometry as ORCA input:
```
! wB97M-V def2-TZVPD RIJCOSX def2/J DEFGRID3
* xyz 0 1
C -0.52 -1.47 -1.63
C -0.46 -0.93 -0.20
C 1.01 -0.53 0.16
O 2.10 -0.72 -0.31
N -1.37 0.25 -0.12
C -1.57 1.15 0.94
O -2.52 1.94 0.81
H 0.42 -1.81 -2.05
H -0.88 -0.71 -2.15
H -1.07 -2.40 -1.76
H -0.80 -1.62 0.69
H 1.09 0.02 1.08
H -1.96 0.33 -0.99
H -0.87 1.30 1.76
O 2.22 1.94 1.53
H 2.36 2.05 0.57
H 2.81 1.21 1.68
*
```

**Kohn-Sham gap**: 10.25 eV
**LUMO energy**: 0.58 eV
**Structure (SMILES)**: C[C@@H](C=O)NC=O.O


Stability ranking, top and bottom: one) is the most stable and two) is the least stable.


one) Density functional theory data (ωB97M-V/def2-TZVPD) for a cluster of 2 separate species, C4H9NO3 in total.

Geometry as ORCA input:
```
! wB97M-V def2-TZVPD RIJCOSX def2/J DEFGRID3
* xyz 0 1
C -1.32 -0.59 -0.40
O -2.36 0.14 -0.10
C 0.02 0.23 -0.34
C 1.22 -0.64 -0.50
C 2.45 -0.11 -0.09
O 3.57 -0.92 -0.36
O 2.60 1.05 0.33
N 0.06 1.01 0.94
H -1.37 -1.08 -1.45
H -1.25 -1.46 0.33
H -0.11 0.93 -1.12
H -4.35 0.78 0.58
H 1.23 -1.57 -1.04
H 4.39 -0.35 -0.41
H 1.01 1.02 1.37
H -5.12 0.81 0.63
H -0.67 0.74 1.63
*
```

**Kohn-Sham gap**: 4.93 eV
**LUMO energy**: -3.88 eV


two) Density functional theory data (ωB97M-V/def2-TZVPD) for the molecule C4H9NO3.

Geometry as ORCA input:
```
! wB97M-V def2-TZVPD RIJCOSX def2/J DEFGRID3
* xyz 0 1
C 0.74 -0.69 -1.30
C 0.63 0.09 0.01
C 0.89 -0.74 1.27
O 1.72 1.20 -0.05
C -0.57 0.93 0.10
O -0.80 2.10 0.08
N -1.73 -0.08 0.17
O -2.91 0.39 -0.42
H 0.23 -1.65 -1.22
H 1.80 -0.86 -1.49
H 0.31 -0.13 -2.13
H 0.22 -1.60 1.32
H 1.92 -1.08 1.24
H 0.74 -0.14 2.16
H 1.41 2.00 0.40
H -1.70 -1.09 0.09
H -2.91 1.35 -0.22
*
```

**Kohn-Sham gap**: 9.71 eV
**LUMO energy**: 0.69 eV
**Structure (SMILES)**: CC(C)(O)C(=O)NO


Stability ranking, top and bottom: two) is the most stable and one) is the least stable.


one) Density functional theory data (ωB97M-V/def2-TZVPD) for the molecule C4H9NO3.

Geometry as ORCA input:
```
! wB97M-V def2-TZVPD RIJCOSX def2/J DEFGRID3
* xyz 0 1
C -0.26 -1.81 -0.42
C -0.20 -0.35 -0.21
C 0.68 0.46 0.26
O 2.09 -0.23 0.52
N 3.23 0.48 0.19
C -1.72 0.52 -0.31
O -2.63 -0.11 0.53
O -1.68 1.89 -0.11
H 0.66 -2.27 -0.05
H -1.11 -2.25 0.10
H -0.37 -2.03 -1.48
H 0.75 1.53 0.29
H 3.29 0.58 -0.83
H 3.21 1.41 0.61
H -2.07 0.37 -1.34
H -2.21 -0.26 1.40
H -1.64 2.07 0.84
*
```

**Kohn-Sham gap**: 9.75 eV
**LUMO energy**: 0.60 eV
**Structure (SMILES)**: C/C(=C\ON)C(O)O


two) Density functional theory data (ωB97M-V/def2-TZVPD) for the molecule C4H9NO3.

Geometry as ORCA input:
```
! wB97M-V def2-TZVPD RIJCOSX def2/J DEFGRID3
* xyz 0 1
C -1.19 1.87 -0.29
O 0.20 1.71 0.17
C 0.45 0.38 -0.07
C -0.21 -0.45 0.83
N -1.34 -1.16 0.67
O -1.59 -1.53 -0.62
O 1.82 0.33 0.03
C 2.06 -1.05 -0.29
H -1.65 2.88 -0.17
H -1.26 1.67 -1.38
H -1.96 1.12 0.16
H 0.15 0.06 -1.06
H -0.03 -0.22 1.90
H -2.77 -1.80 -0.63
H 3.22 -1.10 -0.36
H 1.69 -1.76 0.64
H 1.93 -1.41 -1.40
*
```

**Kohn-Sham gap**: 9.94 eV
**LUMO energy**: 0.31 eV
**Structure (SMILES)**: COC(/C=N\O)OC


three) Density functional theory data (ωB97M-V/def2-TZVPD) for the molecule C4H9NO3.

Geometry as ORCA input:
```
! wB97M-V def2-TZVPD RIJCOSX def2/J DEFGRID3
* xyz 0 1
C 2.15 -0.47 -0.34
C 0.88 0.23 0.17
O 0.77 0.06 1.58
O 0.98 1.57 -0.17
C -0.38 -0.43 -0.44
C -1.65 0.33 -0.07
N -2.76 -0.43 0.02
O -1.70 1.54 0.06
H 2.28 -1.42 0.15
H 3.00 0.17 -0.11
H 2.10 -0.60 -1.41
H 1.32 0.73 2.00
H 0.09 1.96 -0.06
H -0.28 -0.35 -1.54
H -0.44 -1.48 -0.14
H -3.63 0.03 0.28
H -2.73 -1.43 0.01
*
```

**Kohn-Sham gap**: 10.77 eV
**LUMO energy**: 0.76 eV
**Structure (SMILES)**: CC(O)(O)CC(N)=O


Stability ranking, top and bottom: three) is the most stable and two) is the least stable.


one) Density functional theory data (ωB97M-V/def2-TZVPD) for the molecule C4H9NO3.

Geometry as ORCA input:
```
! wB97M-V def2-TZVPD RIJCOSX def2/J DEFGRID3
* xyz 0 1
C 1.36 -0.37 0.88
C -0.06 0.15 0.70
C 0.05 1.63 0.35
O 1.09 1.97 -0.55
N -0.53 -0.47 -0.57
C -1.66 -1.36 -0.67
O -2.49 -1.53 0.20
O -1.46 -1.98 -1.94
H 1.86 0.17 1.67
H 1.35 -1.44 1.19
H 1.92 -0.13 -0.14
H -0.70 0.17 1.58
H 0.22 2.23 1.16
H -0.85 1.97 -0.21
H 1.93 2.20 -0.08
H 0.03 -0.48 -1.39
H -2.05 -2.73 -2.19
*
```

**Kohn-Sham gap**: 10.19 eV
**LUMO energy**: 0.67 eV
**Structure (SMILES)**: C[C@@H](CO)NC(=O)O


two) Density functional theory data (ωB97M-V/def2-TZVPD) for a cluster of 3 separate species, C4H9NO3 in total.

Geometry as ORCA input:
```
! wB97M-V def2-TZVPD RIJCOSX def2/J DEFGRID3
* xyz 0 1
C -0.63 -0.81 -0.54
C 0.61 -0.23 -0.31
N 0.91 0.02 1.04
C -0.07 0.51 1.95
C -0.58 1.82 1.59
O -1.41 2.40 2.27
O 1.52 -0.16 -1.14
H -1.30 -1.34 0.15
H -0.84 -0.94 -1.60
H -1.63 0.87 0.15
H 1.88 0.12 1.32
H 0.38 0.46 2.94
H -0.94 -0.13 2.08
H -0.06 2.18 0.69
H 0.95 -1.42 -2.77
H 0.61 -1.39 -4.30
O 0.62 -1.93 -3.51
*
```

**Kohn-Sham gap**: 8.09 eV
**LUMO energy**: -1.89 eV


three) Density functional theory data (ωB97M-V/def2-TZVPD) for the molecule C4H9NO3.

Geometry as ORCA input:
```
! wB97M-V def2-TZVPD RIJCOSX def2/J DEFGRID3
* xyz 0 1
N 1.42 0.15 -0.56
C 0.02 -0.35 -0.47
C -0.83 0.78 0.12
C -0.75 2.04 -0.74
O 0.38 2.84 -0.37
C 0.01 -1.61 0.37
O 0.83 -2.48 0.53
O -1.17 -1.69 1.09
H 1.88 -0.01 0.33
H 1.90 -0.40 -1.27
H -0.36 -0.54 -1.46
H -1.86 0.46 0.19
H -0.43 1.05 1.10
H -1.59 2.68 -0.54
H -0.64 1.76 -1.78
H 1.15 2.30 -0.59
H -1.04 -2.48 1.63
*
```

**Kohn-Sham gap**: 10.51 eV
**LUMO energy**: 0.62 eV
**Structure (SMILES)**: N[C@H](CCO)C(=O)O


Stability ranking, top and bottom: three) is the most stable and two) is the least stable.